The following is a DFT calculation (ωB97M-V/def2-TZVPD) of a structure of composition C32H60Br25InN.

Output
- Net charge: -1

```
119
Properties=species:S:1:pos:R:3:lowdin_charge:R:1
Br 6.010 -4.078 6.129 0.590
C 4.999 -2.877 4.946 -0.599
C 5.692 -1.539 4.727 -0.403
C 5.182 -0.434 5.678 -0.300
In 3.237 0.395 4.868 0.561
C 1.692 -1.215 5.182 -0.259
C 1.273 -1.573 6.461 -0.179
C 0.337 -2.610 6.519 -0.275
C -0.110 -3.191 5.360 -0.267
N 0.223 -2.869 4.105 0.069
C 1.122 -1.878 4.102 -0.226
H 4.016 -2.775 5.400 -0.001
H 4.827 -3.384 3.997 0.061
H 6.762 -1.672 4.923 0.072
H 5.547 -1.218 3.694 0.085
H 5.902 0.371 5.830 0.018
H 4.929 -0.819 6.673 0.025
H 2.737 1.837 5.834 -0.171
H 3.387 0.831 3.139 -0.334
H 1.696 -1.081 7.328 0.097
H -0.046 -2.955 7.471 0.073
H -0.817 -4.016 5.465 -0.027
H 1.446 -1.554 3.110 0.061
Br 1.735 0.407 0.581 0.645
C -0.025 -0.426 0.583 -0.679
C -0.782 -0.126 -0.682 -0.675
Br -1.494 1.689 -0.673 0.621
H -0.534 -0.080 1.477 0.056
H 0.163 -1.495 0.668 0.061
H -1.653 -0.772 -0.772 0.056
H -0.171 -0.218 -1.575 0.009
Br -2.509 -5.313 6.585 0.686
C -4.092 -5.871 5.599 -0.687
C -3.776 -6.153 4.158 -0.717
Br -3.557 -4.510 3.140 0.614
H -4.833 -5.089 5.729 0.048
H -4.434 -6.778 6.096 0.037
H -4.602 -6.678 3.683 0.057
H -2.864 -6.725 4.032 -0.042
Br -1.786 1.482 -5.384 0.574
C -0.727 2.730 -4.328 -0.681
C 0.742 2.609 -4.630 -0.695
Br 1.518 1.037 -3.781 0.612
H -0.962 2.537 -3.287 -0.024
H -1.092 3.717 -4.605 0.061
H 1.287 3.453 -4.215 0.058
H 0.954 2.531 -5.692 0.024
Br -4.482 0.508 -3.193 0.577
C -6.039 -0.073 -4.203 -0.688
C -5.708 -0.371 -5.642 -0.670
Br -5.498 1.261 -6.675 0.597
H -6.787 0.708 -4.098 0.035
H -6.382 -0.974 -3.700 0.056
H -6.531 -0.904 -6.114 0.058
H -4.793 -0.941 -5.763 0.053
Br -8.559 6.008 -9.065 0.594
C -8.467 5.611 -7.158 -0.697
C -7.798 4.291 -6.896 -0.745
Br -8.985 2.797 -7.277 0.576
H -9.483 5.652 -6.780 0.048
H -7.886 6.423 -6.726 0.059
H -7.549 4.194 -5.841 -0.072
H -6.902 4.141 -7.491 0.043
Br 2.270 -4.416 7.208 0.850
C 3.399 -5.413 8.448 -0.682
C 2.615 -6.468 9.181 -0.698
Br 1.512 -5.699 10.594 0.586
H 3.856 -4.685 9.112 0.052
H 4.171 -5.871 7.832 0.021
H 3.283 -7.161 9.689 0.051
H 1.946 -7.024 8.531 0.042
Br -9.242 5.408 -2.681 0.604
C -8.170 3.913 -2.040 -0.686
C -6.699 4.223 -2.098 -0.662
Br -6.027 4.107 -3.918 0.685
H -8.445 3.051 -2.640 0.048
H -8.487 3.753 -1.012 0.059
H -6.130 3.485 -1.535 0.059
H -6.458 5.217 -1.734 0.052
Br -2.322 -9.299 6.063 0.628
C -1.139 -10.033 4.699 -0.684
C 0.092 -9.182 4.513 -0.685
Br -0.278 -7.573 3.488 0.670
H -1.727 -10.135 3.793 0.049
H -0.865 -11.020 5.065 0.053
H 0.838 -9.721 3.934 0.056
H 0.527 -8.860 5.454 0.050
Br 6.644 3.717 0.742 0.553
C 4.743 3.983 0.366 -0.705
C 3.934 4.070 1.635 -0.607
Br 3.646 2.215 2.484 0.472
H 4.435 3.161 -0.277 0.040
H 4.702 4.912 -0.202 0.041
H 2.932 4.446 1.419 0.029
H 4.398 4.699 2.393 0.037
Br 4.220 2.795 -6.087 0.622
C 3.936 1.338 -7.342 -0.682
C 3.912 1.831 -8.763 -0.740
Br 2.223 2.701 -9.186 0.597
H 3.016 0.843 -7.047 0.044
H 4.774 0.661 -7.186 0.060
H 3.986 0.999 -9.460 0.053
H 4.695 2.549 -8.979 -0.038
Br 2.336 3.390 4.535 0.610
C 1.556 5.022 5.325 -0.627
C 0.248 5.392 4.676 -0.696
Br 0.515 6.218 2.930 0.585
H 2.307 5.801 5.241 0.047
H 1.398 4.785 6.379 0.056
H -0.279 6.142 5.263 0.047
H -0.401 4.536 4.521 0.049
Br 3.462 2.973 -13.262 0.602
C 4.717 4.312 -12.618 -0.692
C 6.121 3.771 -12.568 -0.682
Br 6.376 2.602 -11.034 0.681
H 4.355 4.644 -11.650 0.049
H 4.650 5.132 -13.330 0.057
H 6.837 4.579 -12.433 0.057
H 6.388 3.198 -13.450 0.049
```

***

The following is a DFT calculation (ωB97M-V/def2-TZVPD) of a cluster of 8 separate species, C32H60O18S6 in total.

```
116
Properties=species:S:1:pos:R:3:lowdin_charge:R:1
C -6.384 -0.214 -0.523 -0.001
C -6.206 0.081 0.914 -0.225
C -6.303 -1.147 1.709 -0.140
O -5.116 -1.387 2.424 0.058
C -4.227 -0.435 2.025 -0.534
O -3.112 -0.196 2.492 0.096
O -4.699 0.319 1.037 0.076
H -5.957 -0.976 -0.770 -0.024
H -6.138 0.686 -1.206 0.144
H -7.411 -0.382 -0.764 0.098
H -6.553 1.004 1.302 0.149
H -6.491 -2.218 1.292 0.172
H -7.105 -1.092 2.565 0.166
C 0.644 1.738 -0.428 -0.012
C 0.947 0.331 -0.002 -0.333
C -0.280 -0.449 0.544 -0.016
O -0.226 -1.587 -0.352 0.075
C 0.771 -1.464 -1.188 -0.652
O 0.994 -2.301 -2.040 0.127
O 1.411 -0.389 -1.060 0.135
H 1.502 2.347 -1.057 0.144
H 0.519 2.330 0.362 0.010
H -0.154 1.533 -1.114 0.083
H 1.838 0.287 0.739 0.182
H -1.388 0.104 0.574 0.194
H -0.148 -0.772 1.509 0.081
C 4.348 3.454 -0.568 -0.216
C 5.668 4.235 -0.392 -0.151
C 6.053 4.334 1.146 -0.204
S 4.577 3.911 2.052 0.606
O 4.145 5.125 2.668 -0.308
O 4.770 2.833 2.880 -0.276
C 3.501 3.446 0.679 -0.201
H 4.604 2.593 -0.556 0.010
H 3.846 3.672 -1.411 0.090
H 5.332 5.400 -0.687 0.170
H 6.359 3.851 -1.126 0.098
H 6.350 5.262 1.501 0.064
H 6.837 3.525 1.357 0.130
H 2.713 4.050 0.558 0.047
H 2.711 2.596 0.745 0.118
C 0.688 2.742 -6.518 -0.273
C 1.550 1.643 -5.917 -0.255
C 1.302 1.301 -4.505 -0.224
S -0.402 1.760 -4.415 0.694
O -0.571 2.768 -3.418 -0.308
O -1.151 0.509 -4.405 -0.329
C -0.672 2.527 -6.041 -0.222
H 0.858 2.729 -7.628 0.130
H 1.192 3.761 -6.304 0.145
H 2.572 1.913 -6.384 0.145
H 1.339 0.594 -6.455 0.169
H 1.694 1.933 -3.879 0.035
H 1.554 0.337 -4.143 0.108
H -1.391 3.316 -5.959 0.108
H -1.096 1.814 -6.650 0.080
C -2.458 -3.796 -1.863 -0.260
C -2.643 -3.953 -0.315 -0.195
C -3.428 -5.232 -0.182 -0.239
S -4.666 -5.155 -1.412 0.658
O -5.572 -4.031 -1.106 -0.328
O -5.158 -6.438 -1.776 -0.304
C -3.452 -4.564 -2.561 -0.310
H -1.521 -4.090 -2.279 0.083
H -2.241 -2.541 -2.166 0.200
H -3.187 -3.178 0.082 0.063
H -1.675 -3.863 0.315 0.148
H -3.936 -5.126 0.597 0.018
H -2.747 -6.113 -0.411 0.158
H -4.029 -3.999 -3.399 0.139
H -2.912 -5.546 -3.135 0.181
C -2.911 4.605 4.539 -0.202
C -1.408 5.088 4.558 -0.087
C -0.880 4.729 3.054 -0.218
S -1.497 3.156 2.778 0.699
O -0.507 2.311 3.393 -0.297
O -1.844 3.055 1.308 -0.355
C -2.964 3.348 3.758 -0.247
H -3.483 5.160 4.130 -0.006
H -3.374 4.383 5.548 0.152
H -0.860 4.287 5.049 0.099
H -1.289 6.101 4.925 0.108
H -0.001 4.698 2.840 -0.017
H -0.973 5.625 2.451 0.126
H -3.209 2.428 4.336 0.116
H -3.946 3.399 3.123 0.149
C 5.774 -4.477 -3.821 -0.229
C 5.132 -3.884 -2.630 -0.198
C 3.752 -3.252 -3.106 -0.144
S 4.021 -2.935 -4.834 0.640
O 3.948 -1.521 -5.034 -0.309
O 3.049 -3.756 -5.582 -0.319
C 5.554 -3.465 -4.964 -0.303
H 5.267 -5.554 -4.127 0.172
H 6.982 -4.710 -3.568 0.176
H 5.750 -3.151 -2.173 0.106
H 4.961 -4.656 -1.910 0.104
H 3.490 -2.457 -2.814 -0.037
H 2.949 -3.903 -3.204 0.089
H 6.187 -2.705 -4.893 0.063
H 5.652 -3.957 -5.985 0.151
C 0.404 -1.560 4.656 -0.176
C 0.920 -2.064 6.042 -0.210
C 0.101 -1.498 7.196 -0.181
S -1.471 -1.072 6.463 0.652
O -1.531 0.342 6.256 -0.290
O -2.552 -1.789 7.007 -0.292
C -1.130 -1.768 4.879 -0.225
H 0.908 -2.180 3.788 0.156
H 0.552 -0.531 4.708 0.076
H 1.827 -1.541 6.025 0.085
H 1.057 -3.190 5.869 0.146
H 0.420 -0.745 7.715 0.047
H -0.146 -2.332 7.775 0.088
H -1.729 -1.382 4.297 -0.030
H -1.356 -2.783 4.550 0.129
```

***

The following is a DFT calculation (ωB97M-V/def2-TZVPD) of a cluster of 3 separate species, C32H60O9 in total.

```
101
Properties=species:S:1:pos:R:3:lowdin_charge:R:1
C 6.379 1.377 1.346 -0.137
C 5.783 -0.116 1.492 -0.251
C 6.087 -0.990 0.168 -0.225
C 5.053 -0.650 -1.010 -0.219
C 3.618 -1.358 -0.794 -0.198
C 2.836 -1.230 -2.211 -0.197
C 2.382 -2.645 -2.793 -0.214
C 1.029 -3.218 -2.162 -0.225
C -0.259 -2.410 -2.667 -0.214
C -1.537 -2.987 -1.832 -0.188
C -2.224 -1.673 -1.166 -0.190
C -3.571 -2.085 -0.424 -0.124
C -4.436 -0.819 0.123 -0.392
C -3.472 0.116 0.988 -0.144
C -2.768 -0.673 2.222 -0.200
C -1.658 0.369 2.809 -0.112
C -4.900 -0.041 -1.222 -0.116
O -5.785 1.072 -0.957 -0.176
C -5.089 2.331 -0.976 -0.170
C -4.805 2.895 -2.466 -0.154
O -3.383 2.767 -2.700 -0.198
C -2.722 4.039 -2.854 -0.162
C -1.337 4.102 -2.011 -0.173
O -1.248 5.432 -1.461 -0.201
C 0.111 5.814 -1.162 -0.254
C 0.391 5.802 0.426 -0.080
O -5.540 -1.411 0.849 -0.025
C -6.194 -0.498 1.704 -0.244
O -5.958 -0.322 2.909 0.051
H 7.068 1.568 2.238 0.067
H 5.533 2.138 1.356 0.066
H 6.968 1.537 0.383 0.069
H 6.332 -0.589 2.382 0.097
H 4.657 -0.113 1.712 0.099
H 7.155 -0.735 -0.158 0.101
H 6.065 -2.111 0.407 0.108
H 4.834 0.471 -1.107 0.119
H 5.496 -1.093 -1.966 0.108
H 3.083 -0.788 0.040 0.101
H 3.743 -2.452 -0.482 0.080
H 3.543 -0.757 -2.984 0.102
H 1.970 -0.482 -2.095 0.103
H 2.183 -2.503 -3.916 0.110
H 3.177 -3.454 -2.686 0.087
H 0.880 -4.309 -2.489 0.108
H 1.007 -3.165 -1.013 0.121
H -0.100 -1.313 -2.353 0.095
H -0.423 -2.431 -3.791 0.111
H -1.139 -3.706 -1.050 0.102
H -2.236 -3.480 -2.595 0.113
H -2.342 -0.932 -2.015 0.112
H -1.493 -1.315 -0.354 0.117
H -4.291 -2.672 -1.087 0.124
H -3.383 -2.731 0.509 0.127
H -3.989 1.056 1.408 0.126
H -2.588 0.531 0.378 0.118
H -2.146 -1.564 1.845 0.097
H -3.507 -0.988 3.020 0.102
H -0.626 -0.139 2.794 0.081
H -1.905 0.697 3.875 0.062
H -1.539 1.291 2.136 0.071
H -4.013 0.371 -1.812 0.125
H -5.469 -0.824 -1.843 0.149
H -5.804 3.096 -0.497 0.135
H -4.137 2.364 -0.358 0.118
H -5.225 3.938 -2.620 0.124
H -5.330 2.200 -3.221 0.140
H -2.410 4.147 -3.952 0.131
H -3.325 4.941 -2.519 0.127
H -1.346 3.306 -1.178 0.133
H -0.443 3.885 -2.698 0.124
H 0.214 6.913 -1.488 0.121
H 0.910 5.211 -1.699 0.113
H 1.442 5.392 0.620 0.080
H -0.393 5.156 0.934 0.063
H 0.349 6.843 0.885 0.074
H -7.070 0.106 1.265 0.162
O 4.094 -4.472 -0.812 0.095
C 4.253 -5.657 -0.943 -0.455
O 5.344 -6.331 -0.490 0.038
C 5.265 -7.699 -0.907 -0.163
C 3.799 -7.950 -1.174 -0.164
C 3.320 -6.597 -1.658 -0.081
H 5.879 -7.826 -1.804 0.129
H 5.654 -8.346 -0.119 0.127
H 3.622 -8.758 -1.885 0.119
H 3.290 -8.207 -0.240 0.123
H 3.453 -6.479 -2.736 0.137
H 2.284 -6.411 -1.375 0.125
O 0.507 3.617 3.111 0.111
C -0.404 3.938 3.827 -0.484
O -1.312 4.902 3.516 0.017
C -2.190 5.106 4.630 -0.161
C -2.110 3.830 5.437 -0.162
C -0.684 3.380 5.197 -0.084
H -1.842 5.977 5.192 0.128
H -3.201 5.299 4.269 0.127
H -2.354 3.973 6.491 0.119
H -2.803 3.089 5.028 0.116
H 0.011 3.827 5.912 0.135
H -0.598 2.294 5.203 0.116
```

***

| no. | F_max (eV/Å) | Kohn-Sham gap (hartree) | E_LUMO (eV) |
| --- | --- | --- | --- |
| 1 | 5.0 | 0.20597 | 1.40 |
| 2 | 12.8 | 0.38158 | 0.25 |
| 3 | 3.9 | 0.36410 | 0.68 |